No. 1
# C29H48As3CaClN5O3SSe

A structure of composition C29H48As3CaClN5O3SSe (ωB97M-V/def2-TZVPD, the Open Molecules 2025 dataset).

Last column: Mulliken charge in e.
Atoms and positions in Å:
Ca (-0.0327, 1.9359, -0.0864)  0.073
N (0.4865, 2.6430, 2.3357)  -0.192
N (-0.5563, 2.5310, 3.2660)  -0.345
C (-1.8164, 2.8825, 2.9040)  0.460
N (-2.7094, 2.8949, 3.9043)  -0.405
S (-2.2684, 3.2747, 1.3389)  -0.304
H (1.2209, 1.9821, 2.5777)  0.036
H (0.8596, 3.5902, 2.3198)  0.181
H (-0.3058, 2.5847, 4.2442)  0.255
H (-2.4702, 2.6718, 4.8560)  0.180
H (-3.6575, 3.1500, 3.6905)  0.239
C (-0.9797, 1.6865, -3.7724)  -1.147
As (-2.0555, 1.1918, -2.2124)  0.674
C (-3.8101, 1.7566, -2.8424)  -1.325
C (-2.0084, -0.7355, -2.5869)  -1.697
C (-2.6662, -1.7415, -1.6229)  2.772
C (-2.6852, -3.0791, -2.3788)  -2.083
C (-1.8227, -1.9578, -0.3570)  -1.806
As (-1.5227, -0.5342, 0.9740)  1.082
C (-0.7688, -1.7180, 2.3305)  -1.236
C (-3.2652, -0.2537, 1.8108)  -1.426
C (-4.0940, -1.2794, -1.3072)  -1.516
As (-5.5010, -2.3316, -0.3613)  0.419
C (-6.1235, -3.4409, -1.8540)  -1.175
C (-4.5980, -3.7795, 0.6231)  -1.055
H (-0.8312, 2.7668, -3.7932)  0.417
H (-1.4591, 1.3685, -4.6985)  0.476
H (-0.0232, 1.1687, -3.6772)  0.157
H (-4.0927, 1.2063, -3.7398)  0.397
H (-3.7613, 2.8200, -3.0743)  0.507
H (-4.5589, 1.6030, -2.0690)  0.327
H (-0.9425, -0.9635, -2.6778)  0.398
H (-2.4564, -0.8572, -3.5783)  0.715
H (-1.6780, -3.3461, -2.7053)  0.427
H (-3.3203, -3.0114, -3.2641)  0.487
H (-3.0601, -3.8884, -1.7540)  0.324
H (-0.8113, -2.2455, -0.6623)  0.446
H (-2.2337, -2.7964, 0.2076)  0.521
H (-1.4751, -2.5098, 2.5829)  0.566
H (-0.5256, -1.1481, 3.2271)  0.438
H (0.1496, -2.1637, 1.9522)  0.010
H (-3.8470, -1.1727, 1.8474)  0.309
H (-3.8253, 0.5222, 1.2938)  0.340
H (-3.0805, 0.0833, 2.8318)  0.523
H (-4.5965, -1.0433, -2.2523)  0.672
H (-4.0508, -0.3353, -0.7579)  -0.331
H (-6.5188, -2.7957, -2.6379)  0.326
H (-6.9386, -4.0642, -1.4877)  0.414
H (-5.3453, -4.0791, -2.2673)  0.335
H (-4.0750, -3.3994, 1.4996)  0.233
H (-3.9168, -4.3779, 0.0217)  0.289
H (-5.4012, -4.4269, 0.9771)  0.457
C (4.0215, 4.1626, 0.2547)  -1.043
N (3.6364, 3.5054, -0.9759)  0.290
C (2.4317, 3.5886, -1.5676)  -0.327
Se (0.9565, 4.5882, -1.0256)  -0.307
N (2.4371, 2.7354, -2.6117)  0.308
C (3.6401, 2.0457, -2.6700)  0.678
C (4.1021, 1.0382, -3.5015)  -0.961
C (5.3633, 0.5372, -3.2276)  -0.585
C (6.1283, 1.0207, -2.1603)  -0.698
C (5.6623, 2.0271, -1.3324)  -0.751
C (4.4034, 2.5342, -1.6155)  0.736
H (3.3468, 4.9956, 0.4301)  0.371
H (5.0407, 4.5329, 0.1613)  0.387
H (3.9600, 3.4530, 1.0807)  0.207
H (1.6385, 2.6177, -3.2127)  0.150
H (3.5069, 0.6570, -4.3198)  0.428
H (5.7664, -0.2493, -3.8505)  0.423
H (7.1038, 0.5929, -1.9759)  0.409
H (6.2487, 2.3899, -0.4999)  0.444
C (2.8316, -3.3397, 1.9190)  -1.480
C (2.8111, -2.0322, 2.6628)  0.821
C (2.2926, -1.9728, 3.9560)  -0.697
C (2.3136, -0.7932, 4.6740)  0.117
Cl (1.6123, -0.7417, 6.2643)  -0.227
C (2.9024, 0.3490, 4.1515)  -0.483
C (3.4100, 0.3040, 2.8650)  -0.218
C (3.3272, -0.8600, 2.1102)  -0.037
O (3.8450, -0.8355, 0.8295)  -0.626
C (2.8920, -0.9633, -0.2108)  -0.976
C (2.0164, 0.2662, -0.3979)  1.558
O (2.1752, 1.2654, 0.3525)  -0.208
O (1.1072, 0.2011, -1.2729)  -0.632
H (2.9000, -4.1708, 2.6190)  0.466
H (3.6822, -3.3863, 1.2408)  0.378
H (1.9258, -3.4924, 1.3266)  0.212
H (1.8752, -2.8632, 4.4086)  0.463
H (2.9771, 1.2447, 4.7542)  0.557
H (3.8747, 1.1685, 2.4145)  0.532
H (2.2209, -1.8114, -0.0497)  0.039
H (3.4395, -1.1486, -1.1353)  0.442

* molecular weight: 926.1 g mol⁻¹
* calculated total energy: -334103.40698 eV
* frontier orbital gap: 8.513 eV
* net charge: +1

---

No. 2
# C29H48Br18Cl5NO6

A structure of composition C29H48Br18Cl5NO6 (ωB97M-V/def2-TZVPD, the Open Molecules 2025 dataset).

Last column: Mulliken charge in e.
Atoms and positions in Å:
C (-3.9738, 1.0364, -1.3575)  -0.769
C (-3.4962, -0.2050, -0.6546)  0.414
C (-2.1930, -0.7914, -1.1331)  -0.566
C (-1.0284, 0.1017, -0.7183)  1.037
N (0.3359, -0.2960, -1.2279)  1.858
C (0.8686, -1.4869, -0.3830)  -0.335
C (2.1089, -0.9498, 0.3362)  2.547
C (2.5814, 0.2665, -0.4936)  -0.942
C (1.2874, 0.8533, -0.9538)  -1.449
C (0.2919, -0.6351, -2.7171)  -0.184
H (-4.6080, 0.7685, -2.2080)  0.224
H (-3.1788, 1.6495, -1.7869)  0.050
H (-4.6168, 1.6676, -0.7624)  0.019
H (-4.2868, -0.9395, -0.8159)  0.312
H (-3.4476, 0.0092, 0.4154)  -0.710
H (-2.3265, -0.8108, -2.2159)  0.023
H (-2.0977, -1.8140, -0.7658)  0.523
H (-0.9529, 0.1011, 0.3709)  -1.210
H (-1.1210, 1.1529, -1.0063)  0.091
H (1.1539, -2.2781, -1.0741)  -0.005
H (0.0861, -1.7967, 0.3066)  0.286
H (2.8382, -1.7607, 0.3961)  -0.240
H (1.9359, -0.7660, 1.3972)  -2.131
H (3.2589, 0.0004, -1.3039)  0.252
H (3.0872, 0.9536, 0.1793)  0.279
H (1.5022, 1.4356, -1.8511)  0.619
H (0.7711, 1.5394, -0.2854)  0.549
H (1.3111, -0.8385, -3.0409)  0.056
H (-0.2248, 0.2235, -3.1387)  -0.116
H (-0.2376, -1.5795, -2.8247)  -0.075
Cl (-0.2953, 2.7641, -2.2784)  -0.598
O (3.8459, -2.0752, -2.4998)  -0.519
C (4.3555, -2.9506, -1.8461)  0.448
O (3.5852, -3.8839, -1.2582)  -0.335
C (4.2989, -4.9395, -0.6039)  -0.411
C (5.6498, -4.3106, -0.3175)  -0.253
C (5.7380, -3.1067, -1.3166)  -0.153
H (4.4248, -5.8202, -1.2347)  0.306
H (3.7313, -5.2448, 0.2730)  0.309
H (6.4978, -4.9533, -0.5539)  0.370
H (5.8228, -3.9548, 0.6951)  -0.190
H (6.3820, -3.3632, -2.1598)  0.411
H (6.1842, -2.2878, -0.7565)  -0.060
O (2.4597, -0.0383, 2.2746)  -0.096
C (1.6647, 0.4771, 3.0251)  -0.007
O (2.0831, 1.1127, 4.1400)  -0.426
C (1.0168, 1.7654, 4.7842)  -0.769
C (-0.0606, 1.9011, 3.6887)  -0.570
C (0.2051, 0.6850, 2.7991)  1.651
H (1.2562, 2.7103, 5.2685)  0.400
H (0.6494, 1.1084, 5.5793)  0.301
H (0.0329, 2.8325, 3.1308)  0.424
H (-1.0486, 1.9665, 4.1458)  0.147
H (0.0510, 0.8520, 1.7349)  -1.161
H (-0.2505, -0.2572, 3.1162)  -0.084
O (-2.7488, -1.9669, 2.0386)  -0.568
C (-3.0983, -1.4166, 3.0618)  0.474
O (-3.5443, -0.1592, 3.0330)  -0.140
C (-4.0530, 0.1825, 4.3068)  -0.477
C (-3.4947, -0.8557, 5.3059)  -0.529
C (-3.2000, -2.0522, 4.3923)  -0.533
H (-5.1446, 0.1628, 4.3169)  0.335
H (-3.7810, 1.1946, 4.6058)  0.246
H (-4.1396, -1.1147, 6.1462)  0.373
H (-2.6115, -0.5374, 5.8642)  0.226
H (-4.0035, -2.7868, 4.4633)  0.333
H (-2.3066, -2.6332, 4.6192)  0.263
C (-2.7170, 2.1437, -5.0591)  -0.241
Cl (-1.6924, 2.3633, -6.5144)  -0.187
Cl (-2.7953, 0.4641, -4.5042)  0.003
H (-2.2419, 2.7856, -4.3152)  0.043
H (-3.7091, 2.5849, -5.1241)  0.426
C (2.7838, 4.5182, -1.6108)  -0.293
Cl (3.6154, 3.4530, -0.4762)  -0.006
Cl (3.9201, 5.8189, -2.1601)  -0.191
H (2.5274, 3.9281, -2.4849)  0.126
H (1.8963, 4.9663, -1.1758)  0.377
C (-3.9075, -3.9075, -4.2493)  -0.407
Br (-4.4585, -5.7461, -4.1288)  -0.060
Br (-1.9288, -3.8810, -4.3438)  -0.039
Br (-4.5602, -2.9953, -2.6424)  0.054
H (-4.3136, -3.5235, -5.1777)  0.475
C (-3.6410, 4.2161, 1.5752)  -0.503
Br (-3.9206, 4.5857, 3.4439)  -0.095
Br (-5.2160, 4.0229, 0.4659)  -0.008
Br (-2.4571, 2.6956, 1.3481)  0.237
H (-3.1496, 5.1364, 1.2804)  0.445
C (-9.3034, 2.8078, -2.4849)  -0.342
Br (-9.5870, 3.4393, -4.3531)  -0.030
Br (-9.4170, 4.2992, -1.2333)  -0.027
Br (-7.5734, 1.8728, -2.3229)  0.083
H (-10.0722, 2.0729, -2.2799)  0.367
C (3.8858, 0.4536, -4.5468)  0.880
Br (4.6202, 2.1204, -3.8000)  -0.030
Br (5.2691, -0.4629, -5.6184)  -0.077
Br (2.3148, 0.7777, -5.5810)  0.010
H (3.6045, -0.1170, -3.6697)  -0.758
C (6.9694, 1.2718, 2.1278)  -0.399
Br (8.7916, 1.3137, 1.3672)  -0.077
Br (5.8205, 0.3866, 0.7571)  0.118
Br (6.3403, 3.0308, 2.6225)  -0.033
H (6.9226, 0.5393, 2.9245)  0.420
C (3.1335, -2.1068, 3.8402)  0.139
Br (1.4182, -2.7835, 3.2185)  -0.008
Br (4.5319, -2.7446, 2.6304)  0.056
Br (3.4562, -2.5935, 5.7330)  -0.054
H (3.0573, -1.0245, 3.8553)  0.057

* molecular weight: 2122.2 g mol⁻¹
* calculated total energy: -1367999.16943 eV
* frontier orbital gap: 7.230 eV
* net charge: 0

---

Which of these has the highest calculated total energy?
C29H48As3CaClN5O3SSe

---

What is the molecular weight in the second record?
2122.2 g mol⁻¹